Entry 1:
76
Properties=species:S:1:pos:R:3:forces:R:3 method="wB97M-V/def2-TZVPD" charge=+4 spin_multiplicity=5 fmax_ha_per_bohr=0.0857 orbital_gap_ev="7.13 / 6.01" e_tot_ev=-123498.081
N -3.802 -6.785 4.255 1.859 3.333 -1.680
C -3.359 -5.768 5.004 -0.556 -0.843 1.755
C -2.695 -4.672 4.458 0.142 -0.288 -0.543
C -2.478 -4.613 3.051 -0.849 -1.133 0.498
C -2.994 -5.705 2.284 -0.061 0.147 1.141
C -3.657 -6.742 2.932 -0.601 -1.701 -0.719
C -1.987 -3.455 2.415 -0.162 -0.165 -0.028
Pt -0.509 -2.074 0.794 -0.671 1.039 0.399
P -1.304 1.862 -3.225 1.468 0.027 -1.512
C -2.118 -3.299 0.992 -1.256 -0.566 -2.270
C -2.788 -2.100 0.391 0.391 -1.090 1.511
C -3.407 -2.087 -0.879 0.110 0.696 -1.110
C -3.569 -0.853 -1.507 -0.038 -1.256 -0.122
C -3.209 0.341 -0.855 -0.444 -0.373 0.274
C -2.924 0.308 0.484 0.566 0.221 1.468
C -2.680 -0.914 1.177 -0.898 0.596 -1.641
Br 0.248 0.787 -2.187 0.289 -0.329 0.463
H -1.574 -2.636 3.000 -0.376 -0.127 0.343
H -2.227 -4.164 0.327 -0.076 0.036 0.663
H -2.373 -3.862 5.124 -0.185 -0.496 -0.176
H -2.940 -5.765 1.203 -0.029 -0.109 0.302
H -3.542 -5.853 6.081 0.079 0.138 -0.228
H -4.055 -7.561 2.326 -0.027 0.063 0.306
H -3.702 -3.032 -1.365 0.235 0.638 0.270
H -2.557 -1.007 2.251 0.012 0.438 -0.163
H -3.956 -0.788 -2.530 -0.077 -0.264 0.556
H -2.846 1.230 1.066 -0.001 -0.157 -0.287
P 0.902 -2.683 -0.802 1.394 -0.222 -2.416
C -1.982 2.767 -1.908 -0.084 0.178 0.948
C -3.182 3.632 -1.776 0.077 0.320 0.719
H -1.369 2.595 -1.002 -0.392 0.350 -0.670
H -3.231 1.288 -1.402 -0.460 -0.655 0.516
H -3.220 3.890 -0.704 -0.251 0.151 -0.492
H -3.035 4.568 -2.329 -0.218 -0.071 -0.060
H -4.162 3.198 -2.037 0.431 0.061 -0.256
C -2.274 0.637 -4.173 -0.926 -0.223 0.498
C -1.884 0.421 -5.651 0.059 0.150 -0.348
H -3.297 1.081 -4.140 0.378 -0.483 0.053
H -2.296 -0.337 -3.619 0.149 1.061 -0.279
H -2.016 -0.635 -5.949 -0.006 0.549 0.285
H -2.574 1.031 -6.256 0.519 -0.269 -0.039
H -0.844 0.703 -5.881 -0.456 -0.192 0.046
C -0.305 2.843 -4.396 -0.558 0.273 -0.721
C 0.030 4.307 -4.083 -0.175 0.332 0.066
H -0.921 2.804 -5.314 0.434 0.036 0.151
H 0.617 2.282 -4.580 -0.334 -0.198 0.008
H 1.011 4.557 -4.508 -0.325 -0.115 0.121
H -0.712 4.955 -4.569 0.257 -0.065 0.344
H 0.067 4.532 -3.011 0.012 -0.018 -0.182
C 2.413 -1.680 -1.226 -0.606 0.582 0.827
C 3.478 -2.567 -1.879 -0.020 -0.434 0.087
H 2.769 -1.179 -0.310 0.092 -0.246 -0.300
H 2.088 -0.874 -1.913 0.261 -0.593 0.330
H 3.788 -3.392 -1.216 0.077 0.500 -0.258
H 3.101 -3.020 -2.804 0.242 0.156 0.164
H 4.352 -1.959 -2.126 -0.104 -0.130 0.066
C 0.269 -2.843 -2.535 -0.666 -0.117 -0.039
C -0.918 -3.763 -2.851 -0.117 -0.108 -0.023
H 1.123 -3.151 -3.163 -0.166 0.188 0.435
H -0.002 -1.808 -2.837 0.360 -0.577 0.272
H -0.753 -4.793 -2.508 -0.023 0.245 -0.186
H -1.861 -3.397 -2.416 0.434 -0.116 -0.145
H -1.045 -3.782 -3.949 0.004 -0.128 0.539
C 1.471 -4.190 0.015 -0.639 -0.494 0.232
C 1.858 -3.883 1.487 -0.050 -0.121 0.102
H 2.282 -4.669 -0.541 -0.180 -0.023 0.083
H 0.591 -4.860 0.021 0.473 0.080 -0.214
H 1.573 -4.724 2.137 0.360 0.223 -0.262
H 2.932 -3.684 1.573 -0.258 -0.013 0.142
H 1.330 -2.995 1.912 0.264 -0.252 -0.170
C 0.427 2.155 2.363 -0.428 0.634 0.082
C 0.056 0.850 1.847 0.773 -2.016 -0.456
N -0.054 -0.247 1.469 1.519 4.008 1.017
H 0.404 2.159 3.454 -0.036 -0.182 0.018
H -0.258 2.941 2.023 0.038 -0.236 0.006
H 1.435 2.432 2.049 0.027 -0.257 -0.114

=====

Entry 2:
97
Properties=species:S:1:pos:R:3:forces:R:3 method="wB97M-V/def2-TZVPD" charge=-1 spin_multiplicity=3 fmax_ha_per_bohr=0.0066 orbital_gap_ev="6.99 / 7.48" e_tot_ev=-149538.183
Mo -0.293 0.029 0.272 -0.092 -0.221 0.238
C 2.494 1.501 6.764 0.006 0.000 0.005
C 2.192 1.023 5.369 -0.003 -0.003 0.001
C 2.968 0.071 4.727 -0.010 -0.007 0.006
C 2.651 -0.372 3.460 -0.006 -0.010 0.004
C 1.529 0.095 2.752 0.009 0.003 -0.008
N 1.233 -0.417 1.497 0.019 0.023 -0.007
C 1.980 -1.484 0.964 0.014 0.025 -0.017
C 2.060 -2.702 1.650 0.000 -0.013 -0.001
C 2.795 -3.754 1.149 -0.005 0.004 0.009
C 3.474 -3.637 -0.062 -0.012 0.002 -0.006
C 4.260 -4.791 -0.624 0.009 0.002 -0.006
C 3.344 -2.456 -0.771 -0.024 -0.020 -0.013
C 2.577 -1.387 -0.302 0.013 -0.011 0.006
C 2.335 -0.133 -1.152 -0.010 0.020 -0.005
O 1.014 0.322 -1.114 0.022 0.026 0.010
C 2.564 -0.391 -2.675 -0.001 -0.001 0.003
F 1.927 -1.502 -3.069 -0.009 -0.028 0.008
F 3.862 -0.536 -3.009 0.007 -0.004 0.015
F 2.089 0.612 -3.415 -0.011 0.009 0.001
C 3.313 0.992 -0.709 0.007 -0.003 0.010
F 3.256 2.060 -1.525 0.001 -0.002 -0.011
F 4.585 0.554 -0.721 -0.004 -0.005 -0.007
F 3.056 1.420 0.521 0.016 -0.001 -0.016
C 0.789 1.133 3.365 0.001 -0.003 -0.005
C 1.127 1.543 4.653 0.003 0.011 -0.007
C -0.304 1.939 2.664 -0.018 -0.016 -0.003
O -0.805 1.439 1.483 0.067 0.191 -0.058
C -1.545 2.182 3.602 0.012 0.026 -0.016
F -1.782 1.170 4.418 -0.010 -0.045 0.011
F -2.653 2.398 2.878 -0.001 0.007 -0.006
F -1.386 3.287 4.375 0.009 0.005 0.006
C 0.286 3.326 2.257 0.013 0.004 -0.003
F -0.669 4.130 1.747 -0.020 0.006 0.003
F 1.206 3.151 1.300 -0.016 0.013 0.008
F 0.879 4.005 3.248 0.000 -0.003 0.005
H 3.364 0.984 7.171 0.001 0.001 0.000
H 1.653 1.320 7.436 0.000 -0.004 0.001
H 2.704 2.573 6.783 -0.004 -0.001 0.000
H 3.841 -0.339 5.223 0.000 -0.001 0.000
H 3.291 -1.107 2.997 0.001 0.001 0.002
H 1.508 -2.796 2.578 -0.002 0.004 -0.001
H 2.833 -4.687 1.700 0.001 -0.001 -0.001
H 4.871 -5.266 0.145 -0.001 -0.001 0.001
H 4.920 -4.463 -1.428 0.000 0.000 0.000
H 3.593 -5.554 -1.032 0.003 -0.002 0.002
H 3.845 -2.383 -1.726 0.002 0.002 -0.003
H 0.541 2.322 5.122 -0.002 0.005 0.000
C -4.270 0.218 0.704 -0.001 0.001 0.014
Sb -2.872 0.948 -0.721 0.031 0.015 -0.031
C -4.033 0.635 -2.486 -0.017 -0.002 0.010
C -3.271 3.028 -0.506 -0.022 0.005 0.000
H -5.254 0.645 0.509 -0.001 0.001 0.000
H -3.920 0.499 1.696 -0.007 -0.002 -0.012
H -4.317 -0.870 0.670 0.008 -0.008 -0.009
H -5.010 1.099 -2.351 0.002 0.000 0.002
H -4.163 -0.431 -2.667 0.002 -0.004 -0.014
H -3.525 1.088 -3.336 0.014 -0.002 -0.017
H -4.342 3.172 -0.363 -0.002 0.001 0.000
H -2.946 3.560 -1.398 -0.010 -0.011 0.013
H -2.731 3.402 0.361 0.002 0.004 0.005
C 0.138 -4.097 -1.947 -0.002 -0.006 -0.003
Ge -1.212 -2.691 -1.771 -0.006 0.040 0.005
C -2.983 -3.538 -1.880 -0.009 -0.004 -0.010
C -1.099 -1.434 -3.280 -0.006 -0.001 -0.003
C -1.102 -1.885 0.014 0.023 -0.059 -0.103
H 0.065 -4.576 -2.926 0.004 0.001 0.001
H -0.021 -4.852 -1.174 -0.003 0.004 -0.001
H 1.142 -3.693 -1.828 0.035 0.019 0.007
H -3.116 -4.063 -2.828 -0.002 0.000 -0.001
H -3.768 -2.782 -1.793 0.001 -0.005 0.001
H -3.112 -4.246 -1.060 0.001 -0.002 0.000
H -2.104 -1.148 -3.592 -0.012 0.004 0.005
H -0.607 -1.913 -4.129 0.000 -0.007 -0.002
H -0.543 -0.530 -3.033 -0.013 -0.005 0.007
H -0.569 -2.582 0.668 0.004 0.011 0.001
H -2.131 -1.874 0.383 0.000 -0.006 -0.013
F -3.054 -2.640 2.382 0.003 0.007 0.005
B -2.011 -2.033 3.107 -0.012 -0.052 0.031
F -1.712 -0.775 2.471 0.027 0.043 -0.030
F -0.857 -2.834 3.060 -0.007 0.012 0.005
F -2.397 -1.795 4.420 0.003 0.012 -0.019
C -1.349 1.399 -5.556 0.001 -0.011 -0.001
C -1.329 2.750 -4.879 0.008 -0.003 -0.009
O -0.859 2.601 -3.558 -0.020 0.011 0.012
C -0.566 3.848 -2.953 0.035 -0.004 -0.009
C 0.090 3.617 -1.614 0.005 0.012 0.023
H -1.690 1.499 -6.588 0.001 0.003 -0.001
H -2.011 0.707 -5.039 -0.014 0.007 0.013
H -0.350 0.964 -5.556 0.002 0.003 0.001
H -2.330 3.207 -4.874 0.001 -0.007 -0.001
H -0.666 3.434 -5.428 -0.008 0.006 0.002
H -1.490 4.438 -2.850 0.006 -0.002 -0.004
H 0.106 4.417 -3.610 -0.006 0.005 -0.001
H -0.564 3.072 -0.934 -0.016 -0.001 -0.006
H 0.334 4.571 -1.145 0.001 -0.001 -0.002
H 1.005 3.040 -1.734 0.001 -0.005 -0.008

=====

Entry 3:
73
Properties=species:S:1:pos:R:3:forces:R:3 method="wB97M-V/def2-TZVPD" charge=0 fmax_ha_per_bohr=0.0093 orbital_gap_ev=10.45 e_tot_ev=-155681.388
C 2.203 -3.793 4.795 0.058 -0.065 -0.016
C 0.715 -3.932 4.471 -0.044 0.112 0.164
C 0.386 -4.445 3.072 -0.081 -0.115 -0.066
Br 1.437 -6.039 2.616 0.046 -0.082 0.022
Si 0.577 -3.231 1.656 0.111 -0.147 0.027
C -0.454 -1.726 2.072 -0.274 0.014 0.028
C -0.704 -0.761 0.911 0.138 -0.210 -0.135
C -1.727 0.308 1.215 0.096 0.189 -0.149
F -1.829 0.583 2.522 0.013 0.060 0.476
F -2.951 -0.028 0.796 -0.329 -0.207 -0.028
F -1.421 1.473 0.614 0.105 0.140 -0.179
O 2.185 -2.855 1.465 -0.193 0.341 0.123
Si 2.989 -1.448 1.553 0.219 -0.021 -0.187
C 2.777 -0.454 3.094 -0.069 0.112 0.036
S 5.103 -2.245 1.585 -0.151 0.240 -0.084
O 5.531 -2.279 2.966 0.099 -0.260 -0.065
O 5.234 -3.355 0.681 0.084 -0.134 0.166
C 6.076 -0.849 0.833 -0.128 -0.114 0.023
F 5.621 0.268 1.437 0.003 0.266 0.094
F 5.762 -0.765 -0.463 0.037 -0.085 -0.235
C 7.612 -0.962 1.005 0.218 0.100 0.174
F 7.978 -2.246 1.015 -0.014 0.329 -0.038
F 8.236 -0.341 -0.004 -0.110 -0.140 0.264
F 7.982 -0.387 2.154 -0.038 -0.246 -0.327
C -0.002 -3.979 0.026 0.127 -0.070 -0.086
C 0.571 -3.361 -1.236 0.119 0.026 0.027
F -1.415 -3.843 0.019 -0.039 -0.025 0.062
H 2.786 -3.465 3.931 -0.046 -0.010 0.066
H 2.365 -3.075 5.601 -0.048 -0.050 -0.002
H 2.618 -4.750 5.114 0.013 0.069 -0.073
H 0.223 -2.955 4.582 -0.013 -0.097 -0.045
H 0.236 -4.589 5.203 0.085 0.053 0.010
H -0.643 -4.816 3.056 0.029 0.108 -0.039
H -1.412 -2.158 2.397 0.034 0.089 -0.039
H -0.069 -1.184 2.940 0.045 -0.093 -0.048
H 0.210 -0.243 0.607 -0.043 -0.067 0.005
H -1.088 -1.305 0.046 0.102 0.128 -0.038
H 2.844 -0.659 0.313 0.066 -0.039 0.034
H 2.291 0.494 2.846 0.004 -0.047 0.083
H 3.754 -0.239 3.532 -0.055 -0.011 -0.010
H 2.178 -0.977 3.843 0.064 0.012 -0.049
H 0.220 -5.050 0.032 -0.175 0.008 -0.067
H 0.607 -2.269 -1.212 -0.052 -0.065 -0.012
H -0.029 -3.660 -2.098 0.021 -0.016 0.044
H 1.589 -3.731 -1.382 -0.043 0.058 0.015
O -4.238 5.794 -3.270 -0.077 0.205 0.073
C -4.354 5.489 -2.113 -0.002 -0.387 -0.148
O -3.352 4.779 -1.558 0.069 0.210 0.084
C -3.386 4.224 -0.235 -0.011 -0.089 -0.008
C -4.214 2.960 -0.193 -0.066 -0.028 -0.041
C -5.596 5.796 -1.314 0.059 0.076 -0.004
H -3.719 4.965 0.493 -0.043 0.052 -0.048
H -2.341 4.005 -0.025 -0.026 -0.027 0.032
H -5.266 3.158 -0.402 0.008 0.026 0.047
H -4.142 2.498 0.791 -0.008 -0.006 0.002
H -3.848 2.249 -0.934 0.046 -0.007 0.028
H -6.340 5.036 -1.555 -0.005 0.001 0.007
H -5.977 6.756 -1.649 -0.011 -0.010 -0.008
H -5.453 5.808 -0.238 0.032 0.001 0.017
O -1.010 0.062 -3.363 0.030 -0.023 0.013
C -1.167 1.040 -4.047 -0.080 0.088 0.043
O -1.881 2.064 -3.548 0.046 -0.080 -0.021
C -2.040 3.324 -4.229 0.016 0.107 0.012
C -3.129 3.302 -5.278 0.036 -0.124 0.016
C -0.618 1.119 -5.453 0.011 -0.016 0.046
H -1.084 3.652 -4.641 0.022 -0.054 -0.015
H -2.305 4.014 -3.434 0.003 0.003 -0.057
H -2.891 2.626 -6.102 -0.002 0.030 -0.008
H -3.259 4.309 -5.673 -0.022 0.000 -0.006
H -4.075 2.988 -4.837 0.002 0.012 0.019
H -1.316 0.600 -6.111 -0.008 0.007 -0.004
H 0.323 0.577 -5.472 -0.009 -0.013 -0.009
H -0.474 2.126 -5.832 0.000 0.013 0.009

=====

Entry 4:
30
Properties=species:S:1:pos:R:3:forces:R:3 method="wB97M-V/def2-TZVPD" charge=0 fmax_ha_per_bohr=0.0089 orbital_gap_ev=7.35 e_tot_ev=-216081.150
Mo 0.418 -0.219 1.573 -0.056 -0.385 0.062
O -0.356 -1.422 -0.066 -0.002 0.110 -0.098
C -1.384 -1.057 -0.997 0.013 0.017 0.027
C -1.312 0.426 -1.319 0.001 -0.012 -0.007
C -2.121 0.601 -2.625 0.003 -0.037 0.029
O -2.229 1.945 -3.044 0.016 0.030 -0.023
C -1.993 1.292 -0.246 0.036 -0.002 0.036
Se -1.742 0.899 1.672 -0.061 -0.006 -0.084
C 0.131 0.833 -1.640 0.031 0.000 0.025
Se 1.361 1.121 -0.133 0.003 0.057 -0.066
H -0.271 -2.394 -0.019 -0.037 0.042 -0.002
H -2.355 -1.313 -0.567 -0.002 0.005 -0.001
H -1.222 -1.641 -1.907 -0.014 -0.017 0.007
H -3.112 0.145 -2.501 -0.001 0.006 -0.003
H -1.612 0.075 -3.435 -0.004 0.000 -0.003
H -2.855 2.408 -2.480 -0.010 -0.013 0.009
H -3.075 1.247 -0.392 -0.008 0.002 0.006
H -1.672 2.327 -0.364 -0.005 0.006 0.014
H 0.119 1.775 -2.188 0.008 0.012 0.012
H 0.585 0.077 -2.283 -0.005 0.001 -0.007
Se 1.232 -2.429 2.494 0.266 0.204 0.051
C 0.739 -3.622 1.190 -0.304 -0.315 0.134
N 0.311 -4.318 0.371 0.102 0.124 -0.134
C 4.042 0.370 2.453 0.061 -0.020 -0.054
O 2.948 0.797 3.287 -0.019 -0.036 0.076
C 1.753 0.508 2.866 0.075 0.183 -0.028
O 0.728 0.748 3.518 -0.048 0.031 -0.004
H 4.853 1.068 2.634 -0.011 0.006 0.012
H 3.753 0.386 1.405 -0.017 0.005 0.001
H 4.337 -0.636 2.742 -0.011 0.000 0.014